# 1
Computed, not measured: a 5-piece molecular cluster, C22H37N2O14S overall, with ωB97M-V/def2-TZVPD.

The geometry in XYZ format:
```
76
C22H37N2O14S, DFT ωB97M-V/def2-TZVPD
C 4.6835 5.1120 4.4488
C 4.3985 4.2730 3.6532
N 4.1461 3.1653 2.8297
C 4.7603 3.3008 1.4410
C 6.0992 3.9945 1.4006
C 7.1901 3.4081 2.3291
N 6.7945 2.1104 2.9383
C 2.6294 2.9732 2.7285
S 2.0425 1.5537 3.6838
O 2.0282 1.9504 5.0556
O 0.8097 1.1851 3.0744
H 4.6652 5.8988 5.1703
H 4.5324 2.3248 3.2762
H 4.7969 2.2959 1.0274
H 4.0507 3.8709 0.8435
H 5.9790 5.0661 1.5442
H 6.4204 3.8794 0.3650
H 7.4470 4.1276 3.1048
H 8.0743 3.2404 1.7209
H 7.6340 1.5643 3.0965
H 6.4908 2.3099 3.8899
H 2.1473 3.8397 3.1702
H 2.3356 2.8023 1.6974
H 2.9762 0.5808 3.4809
C 6.3795 2.1224 -3.7589
C 6.3740 3.6317 -3.6963
C 7.6781 4.2891 -4.1027
O 7.6869 5.4801 -3.3032
C 6.9400 5.2563 -2.2092
O 6.9015 5.9650 -1.2538
O 6.2325 4.1042 -2.3362
H 6.9081 1.7082 -2.9001
H 5.3647 1.7271 -3.7423
H 6.8599 1.7766 -4.6737
H 5.5408 4.0371 -4.2740
H 7.7211 4.5456 -5.1572
H 8.5495 3.6857 -3.8383
C 0.1397 -2.0292 2.7056
C 0.1719 -2.9842 1.5345
C -0.7224 -2.5857 0.3800
O -1.0830 -3.8551 -0.1785
C -1.0030 -4.7817 0.8067
O -1.4283 -5.8856 0.7357
O -0.3666 -4.2660 1.8912
H -0.7528 -2.1895 3.3095
H 0.9987 -2.2015 3.3579
H 0.1658 -0.9926 2.3771
H 1.2000 -3.1341 1.1915
H -0.2132 -1.9747 -0.3604
H -1.6309 -2.0744 0.7019
C -6.8560 -1.4335 -1.5441
C -5.4650 -1.7148 -1.0336
C -5.0789 -0.9486 0.2136
O -3.6565 -0.7957 0.0607
C -3.3839 -0.8439 -1.2692
O -2.3337 -0.5513 -1.7488
O -4.4543 -1.2636 -1.9627
H -6.8778 -0.4788 -2.0725
H -7.1658 -2.1983 -2.2430
H -7.5755 -1.4115 -0.7261
H -5.3217 -2.7881 -0.8857
H -5.3002 -1.4859 1.1319
H -5.5343 0.0431 0.2520
C -10.7829 -6.6629 -2.4025
C -10.3132 -5.2283 -2.4581
C -8.8074 -5.0534 -2.4845
O -8.6309 -3.7963 -1.8143
C -9.6934 -3.6181 -0.9864
O -9.7477 -2.7824 -0.1440
O -10.6603 -4.5175 -1.2534
H -10.6765 -7.0570 -1.3922
H -11.8347 -6.7386 -2.6736
H -10.2102 -7.2830 -3.0923
H -10.7765 -4.7041 -3.2972
H -8.3993 -5.0028 -3.4907
H -8.2861 -5.8283 -1.9179
```

Output
**Molecular weight**: 585.605 g/mol
**HOMO-LUMO gap**: 9.1380 eV
**Spin multiplicity**: 1
**Charge**: +1

=====

# 2
Computed, not measured: one molecule with the formula C22H37N3O3, with ωB97M-V/def2-TZVPD.

The geometry in XYZ format:
```
65
C22H37N3O3, DFT ωB97M-V/def2-TZVPD
C -1.4453 -3.3350 -5.7167
H -1.9572 -4.2141 -5.3316
C -1.1281 -2.3597 -4.5901
C -0.4118 -1.1154 -5.1073
H 0.5119 -1.4096 -5.6112
H -1.0490 -0.6044 -5.8302
C -0.0765 -0.1326 -3.9789
C -1.3141 0.3889 -3.3365
N -2.2042 1.1652 -3.9034
C -3.1775 1.3659 -2.9746
C -2.8764 0.6947 -1.8225
N -1.6841 0.0661 -2.0718
H -1.1509 -0.4432 -1.3793
C -3.5486 0.5439 -0.4996
N -2.5670 0.7349 0.5474
C -2.7767 0.0427 1.7963
C -1.4017 -0.1873 2.4440
H -0.9772 -1.1121 2.0529
H -1.5121 -0.2800 3.5253
C -0.4436 0.9655 2.1042
C 0.2574 0.6853 0.7740
O 0.1753 -0.3398 0.1438
O 0.9288 1.7568 0.3660
C 1.5764 1.6968 -0.9049
C 2.8238 0.8274 -0.8816
H 3.4958 1.1633 -0.0965
H 3.3278 0.8881 -1.8424
H 2.5487 -0.2045 -0.6839
H 1.8272 2.7355 -1.1326
H 0.8647 1.3237 -1.6487
C -1.2645 2.2557 1.9453
C -2.2356 2.1260 0.7669
H -3.1424 2.7305 0.9647
H -1.7802 2.5097 -0.1514
H -0.6028 3.1062 1.7870
H -1.8142 2.4227 2.8737
C 0.6210 1.1726 3.1941
C 1.5418 -0.0302 3.3904
C 2.4179 0.1263 4.6401
C 3.3641 -1.0673 4.7563
C 4.1556 -1.2091 3.4583
C 3.1845 -1.2735 2.2792
O 2.3477 -0.1422 2.2331
H 3.7231 -1.2864 1.3294
H 2.5719 -2.1864 2.3520
H 4.7721 -2.1085 3.4749
H 4.8075 -0.3426 3.3324
H 4.0402 -0.9344 5.6028
H 2.7816 -1.9762 4.9282
H 1.7843 0.1998 5.5250
H 2.9970 1.0474 4.5492
H 0.9440 -0.9513 3.4995
H 1.2431 2.0250 2.9166
H 0.1216 1.3974 4.1386
H -3.4361 0.6105 2.4767
H -3.2545 -0.9191 1.6012
H -4.3947 1.2502 -0.4315
H -3.9488 -0.4724 -0.4127
H -4.0308 1.9753 -3.1967
H 0.5356 -0.6304 -3.2232
H 0.4892 0.7036 -4.3964
H -0.5019 -2.8563 -3.8442
H -2.0564 -2.0588 -4.1003
H -2.0854 -2.8618 -6.4579
H -0.5316 -3.6590 -6.2111
```

Output
**ΔE to the lowest compared entry with this formula, charge and spin**: 0.0000 eV
**Molecular weight**: 391.556 g/mol
**HOMO-LUMO gap**: 8.7382 eV
**Structure (SMILES)**: CCCCc1ncc(CN2CCC(C[C@@H]3CCCCO3)(C(=O)OCC)CC2)[nH]1
**Spin multiplicity**: 1

=====

# 3
Computed, not measured: one molecule with the formula C22H37N3O4S, with ωB97M-V/def2-TZVPD.

The geometry in XYZ format:
```
67
C22H37N3O4S, DFT ωB97M-V/def2-TZVPD
C 1.3498 0.6041 -3.2910
C 2.2759 0.7339 -2.0870
C 2.0155 1.9879 -1.2516
C 0.6296 1.9942 -0.6094
C 0.4649 3.1285 0.4017
C -0.8169 3.0155 1.2309
C -2.0896 3.2816 0.4263
C -3.3583 2.9205 1.2084
N -3.5064 1.4895 1.3662
C -4.1802 0.7537 0.4609
O -4.8079 1.2400 -0.4615
C -4.0669 -0.7561 0.6383
H -5.0169 -1.1915 0.3346
C -2.9472 -1.2530 -0.2931
N -1.6384 -0.8126 0.1957
S -1.1457 -1.1650 1.7600
O -1.6173 -2.4564 2.1530
O -1.4556 -0.0535 2.6314
C 0.6183 -1.2041 1.5132
C 1.1665 -2.2542 0.8007
C 2.5169 -2.2476 0.5158
C 3.3232 -1.1861 0.9397
C 2.7632 -0.1546 1.6933
C 1.4100 -0.1698 1.9743
H 0.9563 0.6177 2.5541
H 3.3864 0.6529 2.0378
N 4.6690 -1.2105 0.5871
C 5.6138 -0.2262 0.7387
O 5.4028 0.8454 1.2509
C 6.9586 -0.6397 0.1834
H 7.6724 0.1624 0.3456
H 6.8800 -0.8361 -0.8840
H 7.3120 -1.5398 0.6818
H 4.9629 -2.0469 0.1010
H 2.9540 -3.0601 -0.0471
H 0.5277 -3.0620 0.4832
H -1.5073 0.1795 0.0563
H -3.0873 -0.7737 -1.2717
C -2.9112 -2.7740 -0.5202
C -1.8645 -3.0841 -1.5923
H -1.7013 -4.1568 -1.6635
H -2.2040 -2.7228 -2.5615
H -0.9212 -2.5982 -1.3576
C -4.2673 -3.3198 -0.9627
H -4.1515 -4.3452 -1.3061
H -4.9831 -3.3228 -0.1459
H -4.6699 -2.7276 -1.7821
H -2.6198 -3.2508 0.4170
H -3.8386 -1.0366 1.6663
H -2.9125 1.0269 2.0445
H -4.2357 3.2697 0.6582
H -3.3405 3.3831 2.1977
H -2.1324 4.3371 0.1507
H -2.0898 2.6997 -0.4972
H -0.7706 3.7377 2.0499
H -0.8661 2.0211 1.6790
H 1.3199 3.1116 1.0818
H 0.4787 4.0879 -0.1204
H 0.4833 1.0381 -0.1004
H -0.1276 2.0852 -1.3890
H 2.7708 2.0378 -0.4635
H 2.1322 2.8739 -1.8795
H 3.3112 0.7616 -2.4369
H 2.1637 -0.1474 -1.4500
H 1.6471 -0.2414 -3.9076
H 1.3903 1.5035 -3.9014
H 0.3223 0.4448 -2.9752
```

Output
**ΔE to the lowest compared entry with this formula, charge and spin**: 0.0111 eV
**Molecular weight**: 439.622 g/mol
**HOMO-LUMO gap**: 9.5378 eV
**Structure (SMILES)**: CCCCCCCCNC(=O)C[C@@H](NS(=O)(=O)c1ccc(NC(C)=O)cc1)C(C)C
**Spin multiplicity**: 1